# 1
The following is a DFT calculation (ωB97M-V with the def2-TZVPD basis set) of the molecule C5H6O.

## Properties
Energy above the lowest of the compared OMol25 structures with the same formula, charge and spin = 60.4 kcal per mole
HOMO-LUMO gap = 10.5 eV
Structure (SMILES) = C#CC1(O)CC1

Last column: Löwdin charge in e.
Positions of all 12 atoms, in Å:
1 O -0.3603 1.2842 -1.0098  0.014
2 C -0.0601 0.1799 -0.1992  -0.547
3 C -0.9513 -0.9941 -0.4588  -0.062
4 C -1.1281 -0.1926 0.8017  -0.062
5 C 1.3722 0.0799 0.0694  -0.041
6 C 2.5684 0.1974 0.1753  0.124
7 H -0.0517 2.0545 -0.5151  0.108
8 H -1.6747 -0.8486 -1.2577  0.113
9 H -0.5287 -1.9898 -0.3848  0.109
10 H -1.9799 0.4837 0.8489  0.110
11 H -0.8305 -0.6337 1.7466  0.106
12 H 3.6246 0.3791 0.1835  0.029

=====

# 2
The following is a DFT calculation (ωB97M-V with the def2-TZVPD basis set) of the molecule N2 in a non-equilibrium geometry.

## Properties
Energy above the lowest of the compared OMol25 structures with the same formula, charge and spin = 1.5 kcal per mole
HOMO-LUMO gap = 17.2 eV
Structure (SMILES) = N#N

Last column: Löwdin charge in e.
Positions of all 2 atoms, in Å:
1 N 0.1438 0.0727 0.5057  0.000
2 N -0.1438 -0.0727 -0.5057  0.000

=====

# 3
The following is a DFT calculation (ωB97M-V with the def2-TZVPD basis set) of a cluster of 3 separate species, C5H12O3 in total in a non-equilibrium geometry.

## Properties
Energy above the lowest of the compared OMol25 structures with the same formula, charge and spin = 62.2 kcal per mole
HOMO-LUMO gap = 10.1 eV
Structure (SMILES) = C=C(O)/C=C/C.O.O

Last column: Löwdin charge in e.
Positions of all 20 atoms, in Å:
1 C 1.1220 1.5501 2.0097  -0.094
2 C -0.7530 0.7815 -2.1662  0.071
3 C 0.1607 0.1482 -1.4253  -0.409
4 O 0.2197 -1.2430 -1.4549  -0.039
5 C 1.0151 0.6550 -0.3081  -0.065
6 C 0.4011 1.0561 0.8042  -0.177
7 H 0.5761 2.3381 2.4564  0.058
8 H 1.6014 0.7637 2.6158  0.090
9 H 2.0235 2.0672 1.5568  0.093
10 H -1.3204 0.4900 -3.0419  0.076
11 H -0.6544 1.8592 -1.9475  0.077
12 H 0.3280 -1.5452 -2.3933  0.142
13 H 2.0826 0.5048 -0.2757  0.120
14 H -0.7194 1.0532 0.9176  0.136
15 H 0.1491 -1.4164 1.2746  -0.014
16 H 0.4847 -2.7508 1.7910  0.028
17 O -0.1963 -2.0930 1.8551  -0.039
18 H -1.5252 -1.7157 -1.1003  -0.012
19 H -2.5622 -0.8145 -0.4033  0.018
20 O -2.4330 -1.6885 -0.7648  -0.062

=====

# 4
The following is a DFT calculation (ωB97M-V with the def2-TZVPD basis set) of a structure of composition C46H39KN5OS4 in a non-equilibrium geometry.

## Properties
Energy above the lowest of the compared OMol25 structures with the same formula, charge and spin = 44.7 kcal per mole
HOMO-LUMO gap = 4.1 eV
Total charge = -1

Last column: Löwdin charge in e.
Positions of all 96 atoms, in Å:
1 K 2.2132 -1.3715 -2.1575  0.649
2 C 4.0971 -3.5116 -1.2564  -0.240
3 C 4.3163 -2.6639 -0.1834  -0.225
4 C 4.9980 -1.5183 -0.6606  -0.244
5 C 5.1858 -1.6689 -2.0184  -0.243
6 C 4.6279 -2.9080 -2.3980  -0.244
7 H 3.6316 -4.4839 -1.2182  0.075
8 H 4.0419 -2.8419 0.8460  0.056
9 H 5.3477 -0.7010 -0.0431  0.059
10 H 5.7027 -0.9884 -2.6805  0.071
11 H 4.6373 -3.3278 -3.3940  0.077
12 O 1.9803 -0.5147 -4.2218  -0.312
13 N 0.8012 -0.5810 -4.7121  -0.263
14 C 0.1559 0.5470 -5.0241  -0.059
15 C -1.1054 0.5664 -5.5767  -0.120
16 C -1.7443 -0.6452 -5.8185  -0.123
17 C -1.0835 -1.8058 -5.4973  -0.133
18 C 0.2032 -1.7998 -4.9358  -0.771
19 S 1.0354 -3.2183 -4.6029  0.549
20 H 0.7144 1.4487 -4.8274  0.127
21 H -1.5708 1.5086 -5.8144  0.088
22 H -2.7309 -0.6696 -6.2609  0.091
23 H -1.5184 -2.7769 -5.6763  0.084
24 N 1.7694 0.1731 -0.4815  -0.372
25 S 1.7315 0.8102 0.8051  0.757
26 N 0.2915 1.5259 1.3238  -0.361
27 S -0.9348 0.5899 1.5123  0.846
28 N -1.1347 -0.7064 0.7231  -0.353
29 S -0.9696 -1.1932 -0.8721  0.748
30 N 0.1558 -2.0288 -1.1819  -0.356
31 C -1.4050 0.3336 -1.7924  -0.254
32 C -0.5897 1.4461 -1.7101  -0.094
33 C -0.9804 2.6391 -2.2928  -0.077
34 C -2.1829 2.7132 -2.9748  -0.093
35 C -2.9678 1.5795 -3.1079  -0.084
36 C -2.5795 0.3867 -2.5179  -0.072
37 C -2.5352 -2.1383 -0.8944  -0.299
38 C -2.4382 -3.4405 -1.3507  -0.048
39 C -3.5551 -4.2582 -1.3491  -0.068
40 C -4.7650 -3.7659 -0.8832  -0.093
41 C -4.8542 -2.4633 -0.4143  -0.085
42 C -3.7363 -1.6450 -0.4185  -0.100
43 C -1.0048 0.0649 3.2124  -0.299
44 C -1.5151 -1.1910 3.5309  -0.065
45 C -1.6130 -1.5659 4.8534  -0.065
46 C -1.2054 -0.6977 5.8618  -0.066
47 C -0.6916 0.5548 5.5345  -0.069
48 C -0.5954 0.9407 4.2152  -0.059
49 C -2.3807 1.6256 1.3776  -0.272
50 C -2.2952 2.9241 0.8822  -0.059
51 C -3.4456 3.6616 0.7020  -0.065
52 C -4.6876 3.1162 1.0151  -0.065
53 C -4.7647 1.8299 1.5429  -0.071
54 C -3.6206 1.0862 1.7331  -0.079
55 C 2.1726 -0.1793 2.2515  -0.286
56 C 1.8487 -1.5237 2.2498  -0.065
57 C 2.2346 -2.3054 3.3266  -0.061
58 C 2.9516 -1.7416 4.3724  -0.079
59 C 3.2608 -0.3906 4.3644  -0.077
60 C 2.8600 0.3979 3.3000  -0.069
61 C 2.8084 2.2626 0.9193  -0.300
62 C 3.9524 2.2148 0.1422  -0.040
63 C 4.8243 3.2880 0.1548  -0.059
64 C 4.5378 4.3988 0.9336  -0.086
65 C 3.3762 4.4460 1.6884  -0.087
66 C 2.5029 3.3713 1.6840  -0.100
67 H 0.3608 1.3653 -1.2109  0.050
68 H -0.3365 3.5050 -2.2124  0.111
69 H -2.4988 3.6470 -3.4204  0.101
70 H -3.8874 1.6175 -3.6757  0.107
71 H -3.1834 -0.4998 -2.6412  0.110
72 H -1.4739 -3.7782 -1.6992  0.106
73 H -3.4808 -5.2767 -1.7041  0.106
74 H -5.6428 -4.3974 -0.8827  0.097
75 H -5.7960 -2.0823 -0.0410  0.098
76 H -3.7971 -0.6263 -0.0639  0.084
77 H -1.8017 -1.8426 2.7205  0.110
78 H -2.0084 -2.5382 5.1073  0.107
79 H -1.2861 -0.9942 6.8973  0.102
80 H -0.3747 1.2277 6.3189  0.106
81 H -0.2044 1.9073 3.9351  0.110
82 H -1.3188 3.3132 0.6422  0.104
83 H -3.3851 4.6640 0.3048  0.108
84 H -5.5887 3.6890 0.8568  0.102
85 H -5.7268 1.4108 1.7998  0.107
86 H -3.6628 0.0944 2.1590  0.111
87 H 1.3228 -1.9366 1.4021  0.105
88 H 1.9948 -3.3593 3.3386  0.112
89 H 3.2815 -2.3590 5.1963  0.100
90 H 3.8233 0.0518 5.1760  0.101
91 H 3.0985 1.4511 3.2699  0.100
92 H 4.1230 1.3380 -0.4643  0.102
93 H 5.7263 3.2556 -0.4361  0.109
94 H 5.2179 5.2379 0.9484  0.099
95 H 3.1550 5.3156 2.2903  0.098
96 H 1.5837 3.3796 2.2503  0.093

=====

# 5
The following is a DFT calculation (ωB97M-V with the def2-TZVPD basis set) of the molecule C6H6N2S in a non-equilibrium geometry.

## Properties
Energy above the lowest of the compared OMol25 structures with the same formula, charge and spin = 10.1 kcal per mole
HOMO-LUMO gap = 8.6 eV
Structure (SMILES) = Cn1cc2ncsc2c1

Last column: Löwdin charge in e.
Positions of all 15 atoms, in Å:
1 C -0.7649 -0.6583 -0.3944  -0.003
2 C 1.0659 0.6330 -0.2487  -0.109
3 C -0.5117 -0.1003 3.1680  -0.476
4 C -0.5104 -0.4493 1.0125  -0.331
5 C 0.5982 0.4216 1.0124  -0.483
6 C 0.2370 0.0679 -2.5255  -0.018
7 N -1.1357 -0.6899 2.1972  0.017
8 N 0.2183 0.0166 -1.0707  -0.204
9 S 0.8561 0.8828 2.7017  0.968
10 H -1.6021 -1.2016 -0.7586  0.110
11 H 1.9066 1.1655 -0.7578  0.140
12 H -0.7745 -0.3026 4.2563  0.098
13 H -0.7346 0.4700 -2.5730  0.069
14 H 1.0130 0.7110 -2.9878  0.101
15 H 0.1388 -0.9664 -3.0318  0.122

=====

# 6
The following is a DFT calculation (ωB97M-V with the def2-TZVPD basis set) of the molecule C4H6O2S in a non-equilibrium geometry.

## Properties
Energy above the lowest of the compared OMol25 structures with the same formula, charge and spin = 107.6 kcal per mole
HOMO-LUMO gap = 9.5 eV
Structure (SMILES) = CC#CS(C)(=O)=O

Last column: Löwdin charge in e.
Positions of all 13 atoms, in Å:
1 C 1.4941 0.8717 -0.2164  -0.131
2 C 0.3803 0.3962 -0.2484  -0.058
3 C 2.9857 1.0560 -0.1940  -0.106
4 C -3.1953 -0.4999 -0.6392  -0.024
5 O -1.7373 1.7762 -0.5807  -0.385
6 O -1.7509 0.2733 1.4444  -0.362
7 S -1.5471 0.4682 0.0324  0.696
8 H 3.4772 1.5644 -1.0438  0.075
9 H 3.5470 0.1019 -0.1907  0.082
10 H 3.2992 1.6720 0.6596  0.074
11 H -3.2230 -0.6595 -1.7040  0.049
12 H -3.7943 0.2943 -0.1612  0.057
13 H -3.2306 -1.3594 -0.0047  0.033

=====

Number 1: electronic energy -269.2500 Ha. Number 2: electronic energy -109.5502 Ha. Number 3: electronic energy -423.3547 Ha. Number 4: electronic energy -4317.6490 Ha. Number 5: electronic energy -739.8819 Ha. Number 6: electronic energy -704.5081 Ha.